No. 1
{"formula": "C2H2N2", "method": "wB97M-V/def2-TZVPD", "species": ["N", "H", "C", "N", "C", "H"], "positions_angstrom": [[1.42433, 0.07020, 0.55712], [-0.12664, -0.18747, -1.53232], [-1.21860, 0.09967, 0.47388], [1.99549, -0.21406, -0.34589], [-0.70080, -0.08711, -0.57703], [-1.37379, 0.31875, 1.42423]], "atomic_forces_ev_per_a": [[2.6, -0.6, -1.5], [-1.4, 0.0, 1.5], [0.3, -0.5, -2.7], [-0.7, 0.6, 2.1], [0.3, -0.2, -3.0], [-1.1, 0.7, 3.6]], "de_lowest_kcal_mol": 19.66, "total_energy_ev": -5084.333, "smiles": "C#C.N#N", "spin_multiplicity": 1, "e_lumo_ha": 0.054, "homo_lumo_gap_ev": 11.92}

---

No. 2
{"formula": "C32H92N4O14", "method": "wB97M-V/def2-TZVPD", "species": ["H", "H", "O", "H", "H", "H", "H", "H", "C", "C", "H", "H", "H", "H", "H", "H", "O", "H", "H", "O", "C", "H", "H", "H", "C", "C", "H", "H", "H", "C", "C", "H", "H", "H", "C", "C", "C", "C", "H", "H", "H", "C", "C", "O", "H", "H", "H", "C", "H", "N", "H", "H", "C", "O", "C", "H", "C", "C", "H", "O", "H", "H", "H", "H", "H", "H", "H", "C", "H", "C", "O", "H", "H", "H", "H", "C", "H", "H", "H", "H", "H", "H", "H", "C", "C", "H", "H", "C", "H", "H", "O", "O", "H", "H", "H", "H", "H", "H", "H", "H", "C", "H", "N", "H", "H", "C", "O", "C", "H", "H", "N", "O", "H", "H", "H", "H", "C", "C", "C", "H", "H", "O", "H", "H", "H", "H", "H", "H", "H", "H", "H", "N", "O", "H", "H", "H", "H", "C", "O", "H", "C", "H"], "positions_angstrom": [[4.91581, -1.88890, 1.89447], [1.34606, 4.20211, 5.66171], [-1.55216, -2.76594, 2.91638], [2.76464, 2.40833, -0.80736], [-3.38958, -0.70530, 0.48156], [-1.49848, 3.08224, -2.84162], [0.05896, -6.46849, 0.99824], [-0.62185, -2.25009, -5.81285], [-1.21377, -2.16660, 3.93529], [4.82812, 3.05317, -1.08352], [2.17341, 1.82596, 5.16301], [-0.39542, -5.26080, -5.41077], [0.91120, 2.81896, -3.23312], [0.39841, -3.95378, -3.54289], [-6.18675, -1.07981, 0.28870], [0.35734, -1.71253, -1.34863], [-5.37359, -0.57017, 0.23354], [-0.73272, -2.29138, 5.95462], [2.25930, -6.92034, 0.18388], [0.67826, 0.95558, -0.97343], [-4.24837, -1.35719, 0.62917], [0.46331, 4.36782, -3.96910], [6.53578, 1.62912, -1.03813], [-0.71816, -0.27831, 4.73097], [-3.99784, 2.53919, 0.12098], [0.81964, 5.51054, 1.31342], [-3.63204, 1.94243, 0.96098], [4.00274, -3.76322, 0.47476], [1.78491, -5.94909, 3.43764], [-0.01800, -3.01377, -3.90707], [-3.21912, 0.76652, 6.06370], [-5.75512, -0.18721, -2.57346], [-4.50395, 2.10365, 5.05441], [4.86455, 0.92233, -1.13792], [5.41071, -2.22113, 0.97771], [3.46209, 3.14287, -0.39145], [-4.38993, 1.01878, 5.11500], [-5.37413, -0.81394, -3.38331], [-5.74914, -0.47756, -4.35148], [2.44395, -2.32166, -0.85821], [5.80952, 4.10465, 0.29442], [-4.13801, 0.50629, 3.70580], [2.93744, -0.13784, -3.80200], [2.03064, -7.08339, 1.10366], [-0.60666, -4.46434, -7.01466], [2.94089, 2.00284, 2.79991], [-3.91267, 1.57448, -3.01326], [-1.47639, 5.16922, -2.34838], [-0.52519, 4.39337, 0.53225], [-1.04382, -0.82094, 3.95054], [0.49984, -4.09329, 1.10621], [-3.30927, 1.01053, 3.20470], [1.33845, -4.76482, 0.90602], [1.25909, -3.05992, -5.98884], [3.26820, -1.84491, -0.33006], [2.82585, -1.45941, 0.59268], [-3.38014, 0.77646, -3.53049], [-0.07456, -3.11458, -5.43198], [-4.30076, -1.67011, 1.66915], [-5.61018, 0.48669, 5.62761], [-0.39624, 2.56817, 4.19757], [-1.00057, -2.82105, -3.47236], [1.58422, -4.75307, -0.15932], [3.61022, 2.91376, 0.66621], [1.15774, 4.43037, 3.93751], [3.88355, -0.74449, -5.50119], [1.64926, 4.78975, 1.38930], [4.35573, -2.82696, 0.03745], [3.04979, 4.14660, -0.45895], [-0.41126, -1.25784, -0.73214], [-3.25972, -1.43200, -4.39204], [-2.32022, 5.25599, -1.66643], [5.54576, 1.58978, 0.34290], [0.53127, -2.10001, -3.67719], [0.95691, -0.32055, 0.58975], [-0.75783, -4.37347, -5.94225], [5.82992, -1.31252, 0.53843], [-2.35207, 0.81551, -3.15188], [2.76092, 4.15446, 4.60294], [6.21812, -2.91889, 1.19240], [-3.40120, 2.23409, -0.74868], [-1.23556, -0.32268, 3.10496], [-1.86828, 5.35307, -3.35664], [1.00692, -6.14224, 1.45137], [0.12596, 0.00272, -0.05321], [1.32599, 2.53608, 2.30743], [-0.76085, -1.92203, 0.06310], [0.83428, -6.18999, 2.94976], [-3.87435, 3.61332, 0.24403], [-3.29936, -2.36221, -4.15279], [-0.69140, 3.37815, -0.98645], [0.18406, 2.00729, 4.72602], [-3.06000, -0.26526, 6.37131], [1.61747, -3.93571, -5.79310], [-5.59973, -0.45446, 5.41864], [-1.72062, 0.97846, 0.01256], [4.77156, 3.07414, -2.17230], [1.62606, 0.87845, 2.93350], [0.61988, -7.20503, 3.28961], [5.77008, -3.74836, -0.98540], [5.48933, 1.72519, -0.74586], [0.97037, 6.24560, 2.10042], [3.61372, 1.05728, -3.81113], [3.37865, 1.67295, -3.05482], [3.67702, -1.04821, -0.94345], [1.54923, 2.37619, 4.45600], [2.12611, -0.38404, -2.91001], [0.52550, 3.81631, -3.02444], [1.23119, 4.38005, -2.41066], [-2.33221, 1.17115, 5.56574], [-0.96330, -2.79477, 5.12037], [-0.45649, 4.89436, 1.36370], [-0.97641, -3.79656, 5.14793], [-0.33852, 2.47416, -0.92750], [-5.52248, 1.37275, 0.21941], [2.60080, -1.79154, -4.94172], [-0.84084, 3.80236, -2.34276], [1.71036, 3.86249, 4.69346], [-0.93649, 0.71429, 0.73244], [1.26013, 0.45305, -1.56969], [-0.65476, 1.65913, 1.20096], [5.57605, 4.17954, -0.63366], [0.94078, 5.97104, 0.32281], [-4.09021, -2.19950, -0.04775], [-3.56446, -0.95336, -2.33834], [-1.30259, -0.98599, -1.30788], [4.22339, 1.30066, -4.56495], [-5.70076, -1.84357, -3.23035], [-1.45071, 0.12593, 1.48518], [-0.78314, 6.00328, -2.21564], [0.05412, -5.52441, 3.31466], [3.09373, -0.90824, -4.90767], [-5.38902, 2.29308, -0.05619], [-5.02753, 0.65306, 3.09043], [-3.34124, 1.42177, 6.92843], [2.22261, -4.34233, 1.38930], [-1.82429, -4.34221, -5.70336], [-3.84559, -0.65698, -3.36005], [5.00573, -3.20362, -1.19324], [-3.88906, -0.56025, 3.73008], [1.87370, 1.93603, 3.03621], [-3.34019, 1.07914, -4.57989]], "atomic_forces_ev_per_a": [[0.2, -0.3, 0.2], [0.0, -0.3, 0.1], [0.0, 0.0, 0.3], [-0.2, 0.1, 0.2], [0.1, 0.0, 0.2], [0.0, 0.1, -0.1], [0.1, 0.0, 0.0], [0.3, 0.1, -0.1], [0.1, 0.0, -0.5], [-0.1, -0.1, 1.3], [-0.2, -0.1, 0.1], [0.3, 0.0, -0.2], [0.0, -0.1, 0.1], [0.2, 0.3, 0.5], [0.1, -0.1, 0.1], [-0.1, -0.2, -0.1], [-0.1, 0.0, 0.1], [0.1, 0.0, 0.0], [0.0, -0.1, 0.0], [-0.4, -0.4, 0.2], [0.1, 0.4, -0.5], [-0.1, -0.2, -0.1], [-0.2, 0.1, -0.6], [0.1, 0.0, 0.0], [-0.4, -0.3, -0.4], [0.3, -0.4, -0.9], [0.2, 0.5, 0.2], [-0.4, 0.2, 0.2], [-0.1, 0.3, -0.1], [-0.3, 0.4, -0.9], [0.1, 1.2, -0.3], [-0.3, -0.1, -0.1], [-0.3, 0.0, 0.1], [0.3, -0.2, -0.1], [-0.8, 0.5, -0.2], [0.2, -0.5, -0.6], [0.3, -0.2, -0.1], [0.5, 0.6, -0.1], [-0.1, 0.1, 0.1], [0.2, -0.1, -0.3], [-0.2, -0.3, 0.1], [-0.1, -0.3, -0.1], [-0.6, 0.9, -0.6], [-0.1, 0.1, 0.2], [-0.1, -0.1, 0.0], [0.0, 0.2, 0.1], [-0.4, -0.5, 0.3], [-0.4, 0.5, -0.9], [-0.3, -0.1, 0.0], [0.1, 0.1, 0.2], [0.0, 0.1, -0.2], [0.0, 0.1, 0.2], [0.1, 0.4, 0.4], [-0.2, -0.2, 0.5], [-0.3, -0.6, 0.7], [0.1, 0.2, -0.1], [0.9, 0.3, -0.3], [-0.4, 0.0, 0.0], [0.0, -0.1, 0.0], [0.1, 0.1, -0.1], [0.1, 0.1, -0.1], [-0.1, -0.4, -0.1], [-0.3, -0.2, -0.1], [-0.1, 0.0, 0.0], [0.0, -0.1, 0.0], [0.0, -0.2, -0.2], [-0.2, -0.1, 0.2], [1.4, -0.2, -0.3], [0.0, 0.0, -0.2], [-0.5, 0.8, 0.5], [0.6, -0.1, 0.1], [0.1, -0.1, 0.2], [-0.3, 0.1, 0.0], [0.5, -0.4, 0.3], [-0.2, 0.1, 0.2], [-0.3, 0.1, 0.6], [0.1, -0.1, -0.2], [0.0, 0.1, -0.2], [0.0, 0.0, 0.0], [0.0, -0.1, 0.1], [-0.1, 0.1, -0.1], [0.1, 0.0, 0.0], [-0.1, -0.1, 0.1], [-0.2, -0.1, -0.5], [0.9, -0.4, 0.4], [-0.1, -0.1, 0.0], [0.2, -0.2, -0.1], [0.6, -0.3, 0.5], [0.2, -0.1, 0.3], [-0.1, 0.0, 0.0], [-0.3, 0.3, 0.4], [0.0, -0.4, 0.4], [-0.1, -0.1, -0.1], [0.2, 0.1, -0.2], [-0.1, 0.0, 0.1], [0.0, 0.0, 0.1], [-0.1, 0.7, 0.0], [-0.2, 0.0, -0.1], [-0.2, 0.0, -0.2], [0.0, 0.0, 0.1], [0.1, -0.1, 0.9], [-0.4, 0.1, 0.0], [-0.2, -0.9, 0.3], [0.2, 0.3, -0.1], [0.0, 0.1, 0.0], [-0.5, 0.2, -0.2], [0.2, -0.3, 0.0], [-0.2, 0.5, -0.4], [0.0, -0.2, 0.2], [0.2, -0.3, 0.1], [0.0, -0.1, 0.1], [0.4, 0.1, 0.4], [-0.1, 0.0, -0.1], [0.3, 0.1, -0.5], [-0.1, 0.1, -0.3], [0.0, 0.1, -0.2], [0.6, -0.4, 0.4], [0.3, 0.5, -0.4], [-1.0, 0.6, -0.3], [0.1, 0.2, -0.4], [0.4, -0.1, 0.0], [0.6, 0.3, -0.9], [0.1, 0.3, 0.3], [-0.2, -0.2, 0.2], [0.5, -0.4, -0.3], [0.2, -0.1, -0.3], [0.1, 0.4, 0.1], [0.1, -0.1, 0.1], [0.2, -0.4, -0.1], [0.2, -0.2, 0.5], [0.0, 0.1, -0.2], [0.1, 0.0, 0.7], [0.2, -0.2, 0.1], [0.0, 0.0, 0.0], [-0.1, -0.4, 0.3], [-0.1, -0.1, 0.3], [0.0, 0.1, -0.2], [-1.5, 0.2, 0.6], [-0.2, 0.1, -0.3], [-0.1, 0.0, 0.0], [0.5, -0.1, 0.1], [-0.1, -0.3, -0.1]], "de_lowest_kcal_mol": 0.00, "total_energy_ev": -69302.679, "spin_multiplicity": 1, "e_lumo_ha": 0.013, "homo_lumo_gap_ev": 9.93}